# 1
The following is a quantum chemistry calculation of a single C3H6N2O2 molecule in a non-equilibrium geometry, from the OMol25 dataset.

Element x y z (Å)
1 O -2.726 0.468 1.555
2 O -0.346 -0.356 -2.048
3 N 2.195 0.247 -1.045
4 N -1.330 -0.518 -0.001
5 C -0.165 -0.307 -0.808
6 C -1.438 0.195 1.324
7 C 1.075 -0.065 -0.195
8 H -0.915 -0.454 2.104
9 H -0.798 1.099 1.235
10 H 1.303 -0.394 0.822
11 H 2.534 -0.489 -1.628
12 H -2.195 -0.372 -0.537
13 H 2.807 0.947 -0.778

The HOMO-LUMO gap is 4.116 eV. The net charge is 0. Its calculated total energy is -10277.59056 eV.

# 2
The following is a quantum chemistry calculation of a single C3H6N2O2 molecule in a non-equilibrium geometry, from the OMol25 dataset.

Element x y z (Å)
1 O 1.384 -0.064 0.736
2 O -2.032 -0.750 1.365
3 N -1.442 0.785 -0.251
4 N 1.101 0.315 -1.504
5 C 0.161 -0.739 0.853
6 C 1.812 0.323 -0.453
7 C -1.074 -0.182 0.602
8 H -2.404 1.084 -0.300
9 H -1.397 -1.135 2.014
10 H 2.849 0.656 -0.369
11 H 1.653 0.650 -2.286
12 H 0.224 -1.807 0.656
13 H -0.834 0.863 -1.064

The HOMO-LUMO gap is 8.702 eV. The SMILES is [H]/N=C/O/C=C(\N)O. The net charge is 0. Its calculated total energy is -10281.57897 eV.

# 3
The following is a quantum chemistry calculation of a single C3H6N2O2 molecule in a non-equilibrium geometry, from the OMol25 dataset.

Element x y z (Å)
1 O -0.775 1.208 1.227
2 O 3.068 -0.685 -0.510
3 N 0.840 0.119 -0.617
4 N -2.660 0.102 0.536
5 C -0.575 -0.326 -0.569
6 C 1.843 -0.737 -0.306
7 C -1.317 0.508 0.399
8 H 1.083 0.754 -1.360
9 H -3.134 0.259 1.446
10 H -0.865 -0.158 -1.636
11 H -3.280 -0.158 -0.255
12 H 1.425 -1.762 -0.218
13 H -0.536 -1.341 -0.290

The HOMO-LUMO gap is 10.321 eV. The SMILES is NC(=O)CNC=O. The net charge is 0. Its calculated total energy is -10282.98617 eV.

# 4
The following is a quantum chemistry calculation of a molecular structure, C3H6N2O2 in a non-equilibrium geometry, from the OMol25 dataset.

Element x y z (Å)
1 O -2.664 -0.815 -0.118
2 O 1.320 -1.087 0.320
3 N -1.394 1.200 -0.117
4 N -1.246 -1.067 -0.289
5 C 0.799 0.277 0.391
6 C -0.670 0.242 -0.017
7 C 1.955 -0.109 -0.641
8 H -0.884 2.156 -0.006
9 H 1.239 0.650 1.655
10 H -0.905 -1.650 0.808
11 H -2.440 0.202 0.102
12 H 1.924 -0.379 -1.704
13 H 2.966 0.380 -0.384

The HOMO-LUMO gap is 9.938 eV. The net charge is 0. Its calculated total energy is -10276.66807 eV.

# 5
The following is a quantum chemistry calculation of a single C3H6N2O2 molecule in a non-equilibrium geometry, from the OMol25 dataset.

Element x y z (Å)
1 O 0.568 1.903 -1.670
2 O -1.140 1.616 0.452
3 N -0.265 -0.458 0.620
4 N -0.392 0.699 0.058
5 C -1.140 -0.609 1.783
6 C 1.374 -0.292 -1.480
7 C 0.519 0.852 -1.118
8 H 1.683 -0.056 -2.468
9 H 2.209 -0.206 -0.820
10 H -2.107 -0.500 1.467
11 H -0.912 -0.009 2.573
12 H 0.877 -1.315 -1.509
13 H -1.274 -1.625 2.110

The HOMO-LUMO gap is 9.688 eV. The SMILES is C/N=[N+](\[O-])C(C)=O. The net charge is 0. Its calculated total energy is -10280.10785 eV.

# 6
The following is a quantum chemistry calculation of a single C3H6N2O2 molecule in a non-equilibrium geometry, from the OMol25 dataset.

Element x y z (Å)
1 O -1.509 -0.466 -0.146
2 O -3.572 -0.159 -0.615
3 N -2.449 0.324 -0.661
4 N -0.100 1.420 0.526
5 C -0.101 0.219 -0.185
6 C 1.939 -1.138 -0.264
7 C 0.849 -0.792 0.446
8 H 2.935 -1.612 0.094
9 H 1.885 -1.058 -1.322
10 H 0.265 0.415 -1.147
11 H -0.468 2.376 0.209
12 H -0.333 1.412 1.524
13 H 0.659 -0.942 1.540

The HOMO-LUMO gap is 10.511 eV. The SMILES is C=C[C@H](N)ON=O. The net charge is 0. Its calculated total energy is -10279.19232 eV.

# 7
The following is a quantum chemistry calculation of a single C3H6N2O2 molecule in a non-equilibrium geometry, from the OMol25 dataset.

Element x y z (Å)
1 O 0.322 -0.109 1.777
2 O -1.828 -0.658 -1.514
3 N 0.382 0.746 0.936
4 N -0.449 -1.991 -0.423
5 C 0.454 1.999 1.094
6 C -0.788 -0.843 -0.918
7 C 0.391 0.095 -0.694
8 H 1.291 -0.414 -0.901
9 H 0.519 2.781 0.328
10 H 0.369 2.342 2.031
11 H -1.140 -2.714 -0.599
12 H 0.240 -2.135 0.215
13 H 0.239 0.901 -1.332

The HOMO-LUMO gap (spin up / spin down) is 6.864 / 8.341 eV. The net charge is 0. As for the multiplicity: 3. The expectation value of S² is 2.01. Its calculated total energy is -10276.88980 eV.

# 8
The following is a quantum chemistry calculation of 2 unconnected molecules or ions with the total composition C3H6N2O2S in a non-equilibrium geometry, from the OMol25 dataset.

Element x y z (Å)
1 S 0.002 2.066 -1.551
2 O 0.256 1.571 1.232
3 O 1.357 -0.827 0.723
4 N -0.999 -2.519 -1.036
5 N -1.508 -1.064 0.727
6 C 0.916 -0.047 -0.320
7 C 0.482 1.191 -0.089
8 C -1.004 -1.763 -0.101
9 H -0.173 2.425 1.245
10 H 1.327 -0.340 -1.274
11 H -0.183 -2.722 -1.617
12 H -0.902 -0.687 1.518
13 H -0.617 3.060 -0.925
14 H 1.045 -0.343 1.469

The HOMO-LUMO gap is 8.432 eV. The SMILES is O/C=C(\O)S.N=C=N. The net charge is 0. Its calculated total energy is -21115.83475 eV.

# 9
The following is a quantum chemistry calculation of 2 unconnected molecules or ions with the total composition C3H6N2O2S in a non-equilibrium geometry, from the OMol25 dataset.

Element x y z (Å)
1 S 2.238 -0.856 0.168
2 O -1.444 1.641 0.547
3 O 3.711 -0.742 -0.082
4 N -1.156 -0.631 0.011
5 N 2.243 1.741 -0.328
6 C -2.472 -1.259 0.102
7 C -0.940 0.613 0.270
8 C 1.551 0.636 -0.107
9 H -2.524 -1.905 0.978
10 H 3.251 1.726 -0.228
11 H 1.788 2.606 -0.566
12 H -3.232 -0.485 0.186
13 H -2.654 -1.852 -0.795
14 H -0.359 -1.234 -0.156

The HOMO-LUMO gap (spin up / spin down) is 7.145 / 7.148 eV. The net charge is 0. Its calculated total energy is -21115.33459 eV.

# 10
The following is a quantum chemistry calculation of a single C3H6N2O3 molecule in a non-equilibrium geometry, from the OMol25 dataset.

Element x y z (Å)
1 O -0.093 -2.328 0.451
2 O 0.422 -0.247 -0.189
3 O 1.146 -1.113 1.828
4 N 2.275 -0.304 1.539
5 N -2.006 1.297 -2.259
6 C 0.430 -1.314 0.669
7 C -1.274 0.376 -1.804
8 C -0.883 0.369 -0.288
9 H -0.754 1.424 0.047
10 H -1.662 -0.112 0.335
11 H -0.845 -0.445 -2.405
12 H -2.236 1.937 -1.488
13 H 2.940 -0.475 2.296
14 H 1.978 0.669 1.669

The HOMO-LUMO gap is 10.937 eV. The SMILES is [H]/N=C\COC(=O)ON. The net charge is 0. Its calculated total energy is -12328.17995 eV.

# 11
The following is a quantum chemistry calculation of a molecular structure, C3H6N2O3 in a non-equilibrium geometry, from the OMol25 dataset.

Element x y z (Å)
1 O -1.579 0.603 -0.467
2 O -2.441 -1.495 0.458
3 O 1.320 -2.177 -0.284
4 N 1.643 -0.970 -0.229
5 N -0.452 -0.446 -0.137
6 C -2.635 -0.273 -0.203
7 C 0.607 0.122 -0.011
8 C 1.080 1.533 0.165
9 H 2.096 1.878 0.508
10 H 0.605 2.107 -0.620
11 H -3.769 0.188 -0.845
12 H 0.438 -2.342 0.351
13 H 2.585 -0.735 0.246
14 H 0.503 2.008 1.068

The HOMO-LUMO gap is 9.337 eV. The net charge is 0. Its calculated total energy is -12322.83172 eV.

# 12
The following is a quantum chemistry calculation of a single C3H6N2O3 molecule in a non-equilibrium geometry, from the OMol25 dataset.

Element x y z (Å)
1 O 1.083 -0.184 -0.762
2 O -1.318 1.970 0.382
3 O -2.621 -0.138 -0.478
4 N -0.085 0.161 -0.281
5 N -2.027 -1.183 0.201
6 C -0.358 1.517 -0.156
7 C -0.811 -0.903 0.367
8 C 2.101 -0.233 0.198
9 H 1.842 -0.555 1.194
10 H -3.479 -0.451 -0.811
11 H 2.646 0.726 0.147
12 H 2.740 -1.014 -0.225
13 H 0.564 1.994 -0.584
14 H -0.278 -1.707 0.808

The HOMO-LUMO gap is 10.193 eV. The SMILES is CON(C=O)/C=N\O. The net charge is 0. Its calculated total energy is -12326.47257 eV.

# 13
The following is a quantum chemistry calculation of a single C3H6N2O3 molecule in a non-equilibrium geometry, from the OMol25 dataset.

Element x y z (Å)
1 O -2.629 -0.771 0.134
2 O 0.387 1.860 -0.381
3 O 3.133 -0.997 0.182
4 N -1.298 -1.181 -0.295
5 N 0.935 -0.844 -0.440
6 C 2.086 -0.398 0.120
7 C -0.341 -0.378 -0.083
8 C -0.435 0.999 0.434
9 H -1.447 1.253 0.369
10 H 1.924 0.653 0.502
11 H -0.012 2.098 -1.282
12 H -0.100 1.046 1.441
13 H 0.881 -1.707 -0.958
14 H -3.083 -1.634 0.258

The HOMO-LUMO gap is 10.131 eV. The SMILES is O=CN/C(CO)=N/O. The net charge is 0. Its calculated total energy is -12328.74774 eV.

# 14
The following is a quantum chemistry calculation of a single C3H6N2O3 molecule in a non-equilibrium geometry, from the OMol25 dataset.

Element x y z (Å)
1 O 0.766 -0.116 2.070
2 O -1.417 -0.408 -0.712
3 O -2.305 -1.267 1.238
4 N 1.327 0.661 1.050
5 N -0.205 -0.604 -0.135
6 C 0.847 0.271 -0.088
7 C -2.398 -0.731 0.185
8 C 1.319 0.902 -1.398
9 H 0.938 2.014 -1.486
10 H 0.778 0.390 -2.237
11 H 1.615 -0.373 2.563
12 H -0.348 -1.052 0.701
13 H 2.412 0.906 -1.410
14 H -3.331 -0.594 -0.341

The HOMO-LUMO gap is 9.840 eV. The SMILES is C/C(=N/O)NOC=O. The net charge is 0. Its calculated total energy is -12326.78842 eV.

# 15
The following is a quantum chemistry calculation of a molecular structure, C3H6N2O6S in a non-equilibrium geometry, from the OMol25 dataset.

Element x y z (Å)
1 S 0.383 0.824 -0.248
2 O 0.814 1.794 0.780
3 O -2.169 1.089 1.378
4 O -2.667 -0.297 -0.089
5 O -0.053 -0.880 -1.652
6 O -0.211 -2.746 -0.441
7 O -1.153 1.322 -0.594
8 N -0.059 -1.563 -0.551
9 N -2.086 0.618 0.355
10 C 0.123 -0.777 0.475
11 C 1.249 1.417 -1.765
12 C 0.366 -1.169 1.841
13 H 0.388 1.395 -2.544
14 H 0.203 -2.321 2.145
15 H 1.413 -0.921 2.030
16 H -0.288 -0.672 2.585
17 H 1.852 2.335 -1.694
18 H 1.894 0.550 -2.011

The HOMO-LUMO gap is 8.819 eV. The net charge is 0. Its calculated total energy is -29297.58022 eV.

# 16
The following is a quantum chemistry calculation of 2 unconnected molecules or ions with the total composition C3H6N2OS in a non-equilibrium geometry, from the OMol25 dataset.

Element x y z (Å)
1 S -0.143 2.369 2.425
2 O 2.257 3.409 1.952
3 N 0.555 -0.884 -0.865
4 N 1.090 0.094 -0.644
5 C -0.045 -1.934 -1.194
6 C -1.523 -1.974 -1.459
7 C 1.626 2.407 1.857
8 H -1.852 -2.073 -2.480
9 H 0.386 -2.854 -1.536
10 H -1.968 -2.757 -0.962
11 H -0.265 3.722 2.813
12 H 1.842 1.476 1.337
13 H -1.960 -1.001 -1.243

The HOMO-LUMO gap is 9.128 eV. The net charge is 0. Its calculated total energy is -19068.28608 eV.

# 17
The following is a quantum chemistry calculation of a single C3H6N2OS molecule in a non-equilibrium geometry, from the OMol25 dataset.

Element x y z (Å)
1 S -1.724 -0.538 -0.928
2 O -0.063 -2.105 0.508
3 N 0.338 1.500 0.732
4 N 1.434 1.703 -0.123
5 C 0.112 0.059 1.157
6 C 2.080 0.769 -0.644
7 C -0.391 -0.963 0.164
8 H 3.012 1.219 -1.145
9 H 0.457 2.353 1.459
10 H -0.489 -0.082 2.104
11 H 1.081 -0.229 1.664
12 H -1.300 0.849 -0.928
13 H 2.118 -0.282 -0.707

The HOMO-LUMO gap is 9.890 eV. The SMILES is C=NNCC(=O)S. The net charge is 0. Its calculated total energy is -19068.15682 eV.

# 18
The following is a quantum chemistry calculation of a single C3H6N2OS molecule in a non-equilibrium geometry, from the OMol25 dataset.

Element x y z (Å)
1 S 1.593 -2.060 0.173
2 O -1.691 -1.919 -0.038
3 N 1.189 1.281 -0.753
4 N -0.832 -0.881 0.180
5 C 0.461 0.670 0.330
6 C 0.484 -0.863 0.275
7 C -1.079 0.549 0.116
8 H 0.707 1.027 1.362
9 H -1.419 0.869 -0.878
10 H 2.031 0.774 -0.857
11 H 1.387 2.272 -0.568
12 H -1.096 -2.640 -0.245
13 H -1.735 0.922 0.904

The HOMO-LUMO gap is 9.368 eV. The SMILES is N[C@H]1CN(O)C1=S. The net charge is 0. Its calculated total energy is -19068.84116 eV.

# 19
The following is a quantum chemistry calculation of a single C3H6N2OS molecule in a non-equilibrium geometry, from the OMol25 dataset.

Element x y z (Å)
1 S 0.167 -1.177 -0.431
2 O -0.755 1.194 -0.574
3 N 2.348 0.217 0.325
4 N 0.318 1.345 0.265
5 C 1.085 0.184 0.050
6 C -1.730 0.429 0.087
7 C -1.220 -0.890 0.749
8 H -1.734 -1.775 0.318
9 H 2.821 -0.712 0.101
10 H -2.489 1.054 0.762
11 H -2.347 0.177 -0.801
12 H -1.034 -0.949 1.772
13 H 0.692 2.212 -0.105

The HOMO-LUMO gap is 9.517 eV. The SMILES is [H]/N=C1/NOCCS1. The net charge is 0. Its calculated total energy is -19067.89623 eV.

# 20
The following is a quantum chemistry calculation of a single C3H6N2OS2 molecule in a non-equilibrium geometry, from the OMol25 dataset.

Element x y z (Å)
1 S 0.160 1.384 -1.654
2 S -0.220 1.316 1.556
3 O 2.375 0.691 -0.352
4 N -0.500 -1.221 -1.340
5 N -0.792 0.066 0.555
6 C -0.381 -0.105 -0.765
7 C -1.303 -1.137 1.213
8 C 1.860 1.412 -1.167
9 H -0.250 -1.162 -2.300
10 H -1.782 -0.858 2.153
11 H -2.043 -1.603 0.549
12 H 2.407 2.221 -1.682
13 H 0.972 0.841 1.821
14 H -0.502 -1.845 1.413

The HOMO-LUMO gap is 9.969 eV. The SMILES is [H]/N=C(\SC=O)N(C)S. The net charge is 0. Its calculated total energy is -29905.42569 eV.